Record 1
113
Properties=species:S:1:pos:R:3:forces:R:3 method="wB97M-V/def2-TZVPD" multiplicity=1 total_charge=-2 total_energy_ev=-88616.833 lumo_energy_ev=3.149 de_lowest_kcal_mol=60.7 homo_lumo_gap_ev=4.4
Rb 0.800 -0.573 -0.223 -1.2 1.1 -0.5
C -1.615 2.982 0.594 0.0 -0.1 -0.1
N -2.212 1.852 -0.082 0.1 0.1 0.2
C -2.317 1.951 -1.541 0.0 0.1 -0.3
C -1.079 2.503 -2.259 -0.2 -0.1 0.0
N -0.260 1.500 -2.913 0.1 0.1 0.3
C 1.077 2.020 -3.155 0.0 0.1 -0.3
C -0.823 0.820 -4.027 -0.1 -0.4 -0.3
C -1.985 1.245 -4.661 -0.1 0.3 0.0
C -2.532 0.566 -5.742 -0.2 0.1 -0.1
C -1.922 -0.582 -6.215 -0.1 0.0 -0.1
C -0.779 -1.033 -5.593 -0.2 0.1 -0.2
C -0.208 -0.369 -4.502 0.3 0.0 0.1
S 1.223 -1.048 -3.830 0.6 -0.5 0.6
C -3.454 1.439 0.478 -0.2 -0.3 0.1
C -4.284 2.324 1.151 0.0 0.3 0.1
C -5.499 1.934 1.698 -0.1 0.2 0.1
C -5.922 0.626 1.539 -0.2 0.1 0.1
C -5.118 -0.272 0.872 -0.2 0.1 0.1
C -3.866 0.090 0.350 0.1 -0.2 0.0
S -2.909 -1.133 -0.374 0.7 -0.6 -0.3
H -2.039 3.958 0.304 0.0 0.1 0.0
H -0.544 2.998 0.405 0.0 0.1 0.0
H -1.753 2.847 1.666 0.0 0.0 0.0
H -3.180 2.593 -1.810 0.1 -0.1 0.1
H -2.517 0.939 -1.908 -0.1 0.1 0.0
H -0.430 3.004 -1.542 0.0 0.0 -0.1
H -1.402 3.286 -2.972 0.1 0.0 0.1
H 1.058 2.935 -3.776 -0.1 0.1 0.0
H 1.679 1.265 -3.661 0.0 0.0 0.1
H 1.555 2.268 -2.202 0.0 0.0 0.1
H -2.502 2.136 -4.328 0.0 0.0 0.1
H -3.437 0.939 -6.208 0.0 0.0 0.0
H -2.338 -1.124 -7.057 0.0 0.0 0.0
H -0.289 -1.934 -5.933 0.1 -0.1 0.0
H -3.985 3.355 1.278 0.1 0.1 0.0
H -6.103 2.649 2.247 0.0 0.0 0.0
H -6.881 0.315 1.940 0.0 -0.1 0.0
H -5.435 -1.300 0.749 0.1 0.0 0.0
N -1.763 -1.624 3.034 0.2 0.0 -0.1
C -1.240 -1.322 4.237 -0.3 -0.1 0.2
C -2.010 -1.173 5.384 -0.1 0.0 -0.3
C -1.424 -0.934 6.626 0.3 0.0 0.2
C -0.065 -0.816 6.768 -0.1 0.0 0.3
C 0.760 -0.923 5.631 -0.2 -0.1 -0.4
C 2.160 -0.750 5.668 0.1 0.1 -0.2
C 2.882 -0.837 4.510 -0.1 0.1 0.3
C 2.204 -1.115 3.307 0.1 0.0 0.0
N 0.912 -1.280 3.236 0.1 0.0 -0.5
C 0.182 -1.185 4.360 0.1 0.2 0.6
H -2.744 -1.516 2.842 0.0 0.0 -0.1
H -1.135 -1.700 2.246 -0.3 0.1 0.0
H -3.085 -1.262 5.310 -0.1 0.0 -0.1
H -2.060 -0.849 7.499 0.0 0.0 0.0
H 0.390 -0.630 7.733 0.0 0.0 0.0
H 2.623 -0.524 6.623 0.1 0.0 0.0
H 3.953 -0.692 4.499 0.1 0.0 0.0
H 2.751 -1.215 2.381 0.1 -0.1 -0.2
C 6.497 4.898 -2.079 0.0 0.0 0.0
C 5.404 4.468 -1.146 -0.2 -0.2 0.2
C 5.224 3.136 -0.800 0.2 0.3 -0.3
C 4.170 2.712 -0.012 -0.5 0.2 0.4
C 4.088 1.260 0.328 0.0 -0.2 0.0
C 3.241 3.663 0.486 1.4 0.2 -1.0
C 2.110 3.265 1.289 -1.3 -1.1 0.8
O 1.681 2.123 1.459 0.6 1.3 -0.3
C 3.457 5.034 0.181 -0.3 -0.4 0.3
C 2.554 6.113 0.713 -0.1 0.0 0.0
C 4.515 5.404 -0.622 0.2 0.0 -0.1
H 7.171 4.074 -2.300 0.1 0.0 0.0
H 7.075 5.721 -1.659 0.0 0.0 0.0
H 6.071 5.240 -3.022 0.0 0.0 0.0
H 5.921 2.394 -1.165 0.1 -0.1 -0.1
H 5.047 0.780 0.139 0.0 -0.1 0.0
H 3.336 0.742 -0.273 0.1 0.1 0.0
H 3.810 1.120 1.371 0.0 -0.1 0.0
H 1.587 4.102 1.798 0.0 -0.2 -0.1
H 1.510 5.915 0.484 -0.1 0.1 0.0
H 2.822 7.077 0.284 0.0 0.0 0.0
H 2.647 6.190 1.797 -0.1 0.1 0.1
H 4.661 6.451 -0.858 -0.1 0.1 0.0
C 5.575 -4.081 5.670 0.0 -0.1 -0.1
C 5.488 -4.762 4.331 0.2 -0.1 0.0
C 6.657 -5.281 3.789 0.1 0.0 0.1
C 6.637 -5.900 2.551 0.0 0.0 0.0
C 5.454 -6.003 1.864 0.0 0.0 -0.1
C 4.252 -5.500 2.388 0.4 0.0 0.4
N 3.161 -5.676 1.570 0.1 -0.2 -0.6
C 1.840 -5.211 1.679 -0.5 0.0 -0.1
C 0.895 -5.845 2.480 0.0 0.1 -0.1
C -0.436 -5.471 2.402 0.0 -0.1 0.1
C -0.835 -4.482 1.519 -0.2 0.1 -0.1
C 0.107 -3.844 0.725 -0.1 0.0 -0.1
C 1.443 -4.190 0.800 0.4 -0.1 0.0
C 2.535 -3.500 -0.041 -0.1 -0.9 0.3
O 3.320 -4.266 -0.635 0.1 0.0 -0.3
O 2.568 -2.263 0.017 0.6 0.2 0.2
C 4.275 -4.867 3.647 -0.2 0.0 -0.1
C 3.015 -4.274 4.210 0.1 0.0 0.0
H 6.610 -4.055 6.005 0.1 0.0 0.1
H 4.988 -4.616 6.416 -0.1 0.0 0.1
H 5.212 -3.057 5.624 -0.1 0.1 0.1
H 7.591 -5.186 4.328 0.0 0.0 0.1
H 7.551 -6.291 2.121 0.0 0.0 0.0
H 5.425 -6.449 0.880 0.0 -0.1 -0.1
H 3.433 -5.500 0.583 0.0 -0.1 0.3
H 1.202 -6.645 3.143 0.1 0.0 0.0
H -1.170 -5.980 3.016 0.0 0.0 0.0
H -1.878 -4.211 1.432 0.0 0.1 0.0
H -0.212 -3.092 0.011 -0.1 -0.1 0.1
H 2.346 -5.055 4.576 -0.1 0.0 0.0
H 2.481 -3.723 3.438 -0.1 0.0 0.2
H 3.215 -3.590 5.029 0.0 0.0 0.1


Record 2
15
Properties=species:S:1:pos:R:3:forces:R:3 method="wB97M-V/def2-TZVPD" multiplicity=1 total_energy_ev=-9404.922 lumo_energy_ev=0.370 de_lowest_kcal_mol=113.2 homo_lumo_gap_ev=8.6
C 0.663 -0.256 1.410 -0.1 0.0 -0.1
O 0.153 -1.541 0.937 0.0 0.5 -0.3
C -0.349 -1.272 -0.344 -0.3 0.3 0.2
C 0.625 -0.280 -0.955 -0.1 0.0 0.2
C 0.376 0.703 0.222 0.0 -0.2 0.0
C -1.145 0.808 0.193 0.3 -0.6 -0.5
O -1.577 -0.419 -0.164 0.9 0.2 0.1
H 1.739 -0.348 1.614 -0.3 0.0 -0.1
H 0.131 0.023 2.329 0.1 -0.1 -0.2
H -0.644 -2.194 -0.842 0.0 0.2 0.1
H 0.309 0.140 -1.916 0.0 -0.1 0.2
H 1.642 -0.689 -1.009 -0.3 0.1 0.1
H 0.922 1.649 0.232 -0.2 -0.2 0.0
H -1.629 1.752 -0.376 -0.1 0.4 -0.2
H -1.217 1.924 -1.330 -0.1 -0.4 0.6


Record 3
23
Properties=species:S:1:pos:R:3:forces:R:3 method="wB97M-V/def2-TZVPD" multiplicity=1 total_energy_ev=-9559.660 lumo_energy_ev=1.000 smiles=Cc1ccccc1.CC de_lowest_kcal_mol=12.0 homo_lumo_gap_ev=10.0
C 1.018 -1.073 2.255 0.0 -0.1 0.9
C 1.099 -0.051 1.156 0.3 -0.1 -0.2
C 1.299 1.288 1.511 -0.1 -0.6 -0.2
C 1.574 2.230 0.535 -0.5 -0.2 -0.1
C 1.603 1.822 -0.798 0.9 0.0 -0.5
C 1.422 0.501 -1.177 0.0 -0.4 1.0
C 1.144 -0.437 -0.181 -0.1 0.3 0.4
H 2.014 -1.382 2.594 0.1 0.3 -0.1
H 0.526 -2.025 2.070 -0.3 0.1 -0.6
H 0.514 -0.635 3.121 0.1 -0.1 0.0
H 1.272 1.487 2.574 0.1 0.5 0.0
H 1.735 3.266 0.796 0.1 0.1 0.0
H 1.974 2.470 -1.584 -0.3 0.4 0.2
H 1.622 0.183 -2.189 -0.3 0.1 -0.1
H 0.979 -1.489 -0.345 0.1 -0.1 -0.5
C -1.965 -1.273 -1.463 -0.6 -1.0 -2.2
C -2.999 -0.221 -1.054 0.9 -0.1 0.5
H -1.482 -1.869 -0.697 0.0 0.4 0.4
H -2.433 -2.033 -2.116 -0.2 0.1 0.3
H -1.226 -0.910 -2.179 0.4 0.4 0.5
H -3.996 -0.646 -1.010 -0.1 0.0 0.4
H -2.640 0.161 -0.096 -0.7 0.2 0.1
H -3.055 0.636 -1.721 0.2 -0.1 -0.3


Record 4
12
Properties=species:S:1:pos:R:3:forces:R:3 method="wB97M-V/def2-TZVPD" multiplicity=1 total_charge=-1 total_energy_ev=-9805.253 lumo_energy_ev=4.287 de_lowest_kcal_mol=21.8 homo_lumo_gap_ev=8.4
O -0.832 1.437 1.973 -0.9 0.6 1.6
C -0.436 1.021 0.913 3.6 0.2 -2.9
O 0.812 1.166 0.452 -2.4 -0.2 0.6
C -1.393 0.183 0.011 2.8 3.0 -3.0
N -0.705 -0.842 -0.689 -0.7 -1.9 -0.7
H -1.970 -0.183 0.726 -3.5 -1.9 2.6
H -1.933 0.800 -0.796 0.5 -0.5 1.6
H -0.389 -1.599 -0.101 -0.1 0.1 0.3
H 0.121 -0.525 -1.135 0.6 0.5 -0.4
H 2.669 -1.022 -0.032 0.0 0.1 0.3
H 1.748 0.199 -0.495 0.8 -1.5 0.1
O 2.308 -0.634 -0.827 -0.7 1.5 -0.2